# C35H25FeN8O2

A molecular structure, C35H25FeN8O2 in a non-equilibrium geometry (wB97M-V/def2-TZVPD, OMol25).

```
71
Properties=species:S:1:pos:R:3:forces:R:3
Fe -0.88696 -0.63397 -0.18733 3.9 -0.5 -1.3
O -1.74176 1.76225 -3.86779 0.0 0.0 -0.2
C -1.92942 2.93336 -3.23237 0.0 0.1 0.2
C -2.20296 4.05994 -4.00634 0.0 0.0 -0.1
C -2.38913 5.28950 -3.41115 0.0 -0.1 0.0
C -2.30449 5.42924 -2.02690 0.0 0.1 0.1
C -2.05001 4.32224 -1.24918 0.0 0.0 -0.1
C -1.86598 3.06316 -1.83230 0.1 0.0 -0.1
C -1.64155 1.89080 -0.98403 0.3 -0.7 0.2
O -1.29624 0.74528 -1.52471 -0.8 1.7 -0.6
N -1.85184 1.96876 0.31789 -0.4 0.9 0.4
N -1.57715 0.77722 0.88032 -2.0 -0.7 0.6
C -2.47126 0.11736 1.56904 0.3 2.4 0.3
C -2.34066 -1.29173 1.80601 0.1 -2.0 1.3
C -3.25480 -1.97524 2.63532 0.1 0.8 -0.3
C -3.15866 -3.33470 2.78938 0.2 -0.4 -0.1
C -2.14056 -4.02503 2.12769 -0.2 0.1 0.3
C -1.26878 -3.30415 1.34541 0.3 0.1 0.0
N -1.35441 -1.98278 1.17883 -1.6 -0.5 1.3
H -1.52433 1.09686 -3.18600 0.0 0.0 0.1
H -2.26156 3.93766 -5.07997 0.0 0.0 0.0
H -2.60142 6.15341 -4.02725 0.0 0.0 0.0
H -2.44484 6.39689 -1.56487 0.0 0.0 0.0
H -1.98695 4.39731 -0.17230 0.0 0.0 0.0
H -3.33363 0.65187 1.96364 -0.2 -0.2 -0.2
H -4.02735 -1.40553 3.13526 0.0 0.0 0.0
H -3.85519 -3.87136 3.41899 0.0 0.0 0.0
H -2.03903 -5.09648 2.22141 0.0 0.0 0.0
H -0.45944 -3.78874 0.81074 -0.1 0.0 0.0
C 2.95456 0.01520 -2.60919 0.1 -0.1 -0.1
C 2.03056 0.05955 -1.56064 0.0 0.0 0.2
N 0.94143 -0.67667 -1.52180 0.0 -0.4 -0.6
C 0.68051 -1.48554 -2.57308 0.5 0.2 -0.3
C 1.55544 -1.61224 -3.67023 -0.3 0.1 0.3
C 2.72767 -0.83996 -3.65656 0.0 0.1 0.0
C 1.20597 -2.47429 -4.75586 -0.1 -0.1 -0.1
C 0.03351 -3.14436 -4.75975 0.2 0.0 -0.2
C -0.89328 -3.01557 -3.67807 0.1 0.2 0.3
C -2.13910 -3.65884 -3.66740 -0.1 0.1 0.2
C -2.99184 -3.44941 -2.61010 -0.1 -0.2 -0.3
C -2.57880 -2.63973 -1.55744 0.3 0.1 0.1
N -1.39379 -2.04269 -1.51715 -0.7 -1.0 -1.6
C -0.56498 -2.19882 -2.57803 -0.2 -0.4 -0.2
H 3.83142 0.64595 -2.57976 0.0 0.0 0.0
H 2.19392 0.72470 -0.72054 0.0 0.0 0.0
H 3.42567 -0.91509 -4.48087 0.0 0.0 0.0
H 1.89531 -2.55865 -5.58628 0.0 0.0 0.0
H -0.23729 -3.77914 -5.59376 0.0 0.0 0.0
H -2.41849 -4.30577 -4.48894 0.0 0.0 0.0
H -3.96949 -3.90923 -2.58201 0.0 0.0 0.0
H -3.23453 -2.46724 -0.71095 0.0 0.0 0.0
N 5.06848 3.95908 7.64434 0.0 0.0 0.0
C 4.60231 3.31146 6.81789 0.1 0.1 0.2
C 4.01831 2.50678 5.78789 -0.1 -0.2 -0.2
C 2.88499 2.95057 5.11027 0.1 0.0 0.1
C 2.32131 2.17314 4.11795 -0.1 0.0 -0.1
C 2.87850 0.94162 3.78500 0.1 0.2 0.3
C 4.01041 0.50085 4.46092 0.0 -0.1 -0.1
C 4.57680 1.27571 5.45546 0.0 0.1 0.0
N 2.29345 0.14381 2.76539 0.0 0.0 0.0
C 2.72046 -1.09375 2.33147 0.0 -0.2 -0.1
C 1.85949 -1.47281 1.35162 0.0 0.1 0.1
N 0.90375 -0.50171 1.17223 0.5 0.2 0.5
C 1.19278 0.44770 2.02939 -0.2 -0.1 -0.2
H 2.44705 3.90570 5.36360 0.0 0.0 0.0
H 1.44201 2.54185 3.61009 0.0 0.0 0.0
H 4.46690 -0.44953 4.22553 0.0 0.0 0.0
H 5.45595 0.92602 5.97793 0.0 0.0 0.0
H 3.57818 -1.60253 2.72969 0.0 0.1 0.0
H 1.86898 -2.37155 0.75738 0.0 0.0 0.0
H 0.61587 1.35204 2.11696 0.1 0.0 0.1
```
Positions in Å, forces in eV/Å.

Calculated values
**Charge**: +1
**Expectation value of S²**: 6.04
**HOMO energy (spin up / spin down)**: -10.146 / -10.196 eV
**Spin multiplicity**: 5
**Lowest unoccupied orbital energy (spin up / spin down)**: -3.47 / -3.54 eV

Mulliken population analysis, charges in e, atoms 1 to 8: number 1, Fe, carries 0.016; number 2, O, carries -0.729; number 3, C, carries 0.269; number 4, C, carries -0.623; number 5, C, carries -0.355; number 6, C, carries -0.772; number 7, C, carries -0.460; number 8, C, carries 0.186

# C16H22N2O4S

C16H22N2O4S in the gas phase in a non-equilibrium geometry (wB97M-V/def2-TZVPD, OMol25).

```
45
Properties=species:S:1:pos:R:3:forces:R:3
O -2.90623 -1.57652 0.76550 0.0 -0.3 0.0
C -2.30227 -0.53267 0.91111 0.1 0.2 0.0
N -2.88294 0.61373 1.32363 0.0 0.3 0.0
H -2.31441 1.42794 1.49406 0.1 -0.1 0.0
C -4.28914 0.71575 1.64883 -0.1 -0.2 0.0
C -4.98348 1.78589 0.77727 -0.2 0.0 0.0
H -4.23661 2.28082 0.15454 0.0 0.0 0.0
H -5.72517 1.34416 0.11523 0.0 0.0 -0.1
C -5.61092 2.78618 1.75283 0.1 0.1 0.0
H -6.63238 2.48676 1.98978 -0.1 0.0 0.0
H -5.63690 3.79623 1.34720 -0.1 0.0 0.0
C -4.74509 2.67473 3.00443 -0.2 -0.1 0.0
H -5.23489 3.07550 3.89001 0.1 0.1 0.1
H -3.80475 3.21047 2.86129 0.1 0.1 0.0
C -4.49389 1.17264 3.10377 0.1 0.1 0.0
H -3.63559 0.92145 3.72562 0.0 -0.1 0.0
H -5.37250 0.68009 3.51983 0.0 0.0 0.0
H -4.69785 -0.28230 1.47701 0.1 0.2 0.0
C -0.82906 -0.42672 0.64688 0.2 -0.1 -0.1
C -0.03805 -1.53701 0.93417 0.0 0.0 0.0
C 1.32348 -1.50323 0.69587 -0.1 -0.1 0.1
C 1.88252 -0.36110 0.15528 0.5 0.2 -0.2
C 1.11189 0.74096 -0.15787 0.2 0.1 0.0
C -0.24997 0.71104 0.09220 -0.1 -0.2 0.1
H -0.85815 1.56328 -0.17400 -0.1 0.1 0.0
H 1.59305 1.60579 -0.58691 0.0 0.1 -0.1
S 3.63684 -0.35202 -0.18873 -0.3 -0.3 -0.2
O 4.01651 0.96218 -0.63184 -0.2 0.0 -0.1
O 4.34437 -0.92633 0.91646 -0.1 -0.3 0.1
N 3.67842 -1.46303 -1.45492 -0.1 0.6 0.9
C 4.91167 -2.22399 -1.56838 0.6 -0.2 -0.1
H 5.39219 -2.20689 -0.59031 0.1 -0.2 -0.1
C 5.81716 -1.61279 -2.63122 0.1 0.0 0.3
H 6.75487 -2.16785 -2.71681 -0.1 0.1 0.1
O 5.21388 -1.64271 -3.91533 0.1 0.0 -0.1
C 3.80288 -1.65439 -3.88790 -0.3 -0.1 0.1
H 3.43327 -2.68982 -3.84790 0.0 0.1 -0.1
C 3.23231 -0.87310 -2.70902 -0.3 0.3 -0.6
H 3.56031 0.17269 -2.76439 -0.1 -0.1 -0.2
H 2.13854 -0.90070 -2.73313 0.0 0.1 -0.2
H 3.47735 -1.20544 -4.82971 -0.1 -0.1 0.2
H 6.04253 -0.57330 -2.35120 0.0 -0.1 0.0
H 4.66575 -3.25962 -1.82663 0.1 0.1 0.1
H 1.96369 -2.34024 0.92229 0.0 -0.2 0.1
H -0.51324 -2.41652 1.34114 0.0 -0.1 0.0
```
Positions in Å, forces in eV/Å.

Calculated values
**Charge**: 0
**HOMO energy**: -9.555 eV
**SMILES string**: O=C(NC1CCCC1)c1ccc(S(=O)(=O)N2CCOCC2)cc1
**Lowest unoccupied orbital energy**: 0.16 eV
**Energy relative to the best compared isomer or geometry (same formula, charge and spin)**: 67.7 kcal/mol

Mulliken population analysis, charges in e, atoms 1 to 8: number 1, O, carries -0.682; number 2, C, carries 0.250; number 3, N, carries -0.220; number 4, H, carries 0.326; number 5, C, carries -0.019; number 6, C, carries -0.828; number 7, H, carries 0.275; number 8, H, carries 0.293